(1)
ORCA calculation (ωB97M-V with the def2-TZVPD basis set) on a structure of composition FHN2O2S.

Last column: natural (NBO) charge in e.
Atoms and positions in Å:
O  0.816  -1.389  -0.104  -0.381
F  0.009  1.770  -0.089  -0.180
S  -1.525  -1.065  -0.156  0.198
H  -2.368  -0.017  -0.125  0.096
O  2.083  0.401  0.041  -0.344
N  1.032  -0.194  0.062  0.561
N  -0.047  0.494  0.371  0.051

Computed properties:
Net charge = 0
Energy relative to the best compared isomer or geometry (same formula, charge and spin) = 4.866 eV
HOMO energy (alpha / beta) = -10.679 / -10.679 eV
Total energy = -758.3631 Eh
Orbital gap (alpha / beta) = 8.210 / 8.210 eV

---

(2)
ORCA calculation (ωB97M-V with the def2-TZVPD basis set) on a cluster of 2 separate species, CH5N4O2 in total.

Last column: natural (NBO) charge in e.
Atoms and positions in Å:
N  -1.019  1.611  -0.118  -0.761
H  3.116  0.239  -0.404  0.521
H  -1.692  2.280  0.203  0.440
N  -0.104  -1.637  -0.025  -0.383
O  -2.177  -0.299  0.666  -0.537
H  -0.081  1.832  -0.352  0.436
O  2.376  -0.265  -0.114  -0.415
N  -0.139  -0.464  -0.417  -0.070
N  1.442  0.510  0.195  0.146
H  -1.031  -1.901  0.399  0.432
H  0.649  -2.258  -0.144  0.427
C  -1.340  0.354  0.111  0.763

Computed properties:
Net charge = +1
Energy relative to the best compared isomer or geometry (same formula, charge and spin) = 3.966 eV
HOMO energy (alpha / beta) = -14.118 / -15.073 eV
Total energy = -410.1473 Eh
Orbital gap (alpha / beta) = 8.256 / 8.595 eV

---

(3)
ORCA calculation (ωB97M-V with the def2-TZVPD basis set) on a cluster of 2 separate species, C5H16N3S in total.

Last column: Mulliken spin population.
Atoms and positions in Å:
C  -1.493  2.424  1.315  0.000
H  -1.389  1.111  -0.423  -0.001
H  1.863  -2.077  -1.850  0.028
H  2.381  -2.663  0.657  -0.001
H  -0.395  0.235  2.794  0.000
H  0.455  -1.462  -0.869  0.029
C  2.172  -1.614  0.300  0.019
N  -1.217  -0.101  2.492  0.000
H  -1.115  2.182  2.356  0.000
H  1.815  1.504  -3.650  0.002
N  -1.565  1.135  0.613  0.000
H  1.712  -0.160  -3.884  0.037
N  -2.306  -1.034  0.533  0.001
H  3.285  -1.388  0.204  -0.006
C  1.582  -1.417  -1.011  -0.040
S  2.065  0.308  -1.630  0.929
H  0.236  0.810  -3.335  0.046
H  -2.519  -1.878  1.047  0.000
H  -2.437  2.905  1.530  0.000
H  1.837  -1.004  1.143  -0.004
C  -1.646  -0.009  1.248  0.002
H  -0.852  3.153  0.861  0.001
H  -1.445  -0.735  3.238  0.000
C  1.371  0.632  -3.251  -0.040
H  -2.394  -0.857  -0.428  0.000

Computed properties:
2S+1 = 2
Net charge = +2
Energy relative to the best compared isomer or geometry (same formula, charge and spin) = 1.491 eV
HOMO energy (alpha / beta) = -17.663 / -17.664 eV
Total energy = -761.8638 Eh
Expectation value of S² = 0.753
Orbital gap (alpha / beta) = 11.053 / 6.430 eV

---

(4)
ORCA calculation (ωB97M-V with the def2-TZVPD basis set) on a cluster of 10 separate species, C28H82N6O10 in total.

Last column: Löwdin charge in e.
Atoms and positions in Å:
C  -5.366  -1.497  1.184  -0.031
H  -1.877  4.088  0.290  0.085
H  2.393  -5.446  0.492  0.137
O  -2.981  1.759  2.250  -0.232
C  -5.688  -1.623  -2.968  -0.140
H  0.630  -1.574  2.214  0.036
H  -0.800  -3.277  -3.154  0.034
H  1.941  -0.580  -4.072  0.113
H  1.936  1.100  -6.310  -0.051
H  -6.161  -1.868  0.702  0.021
C  3.267  5.023  3.784  -0.399
H  3.831  3.596  5.194  0.080
H  -6.252  3.289  3.785  0.132
H  1.997  6.046  2.369  0.120
H  -1.850  2.410  -4.326  0.109
H  -1.829  2.452  -0.251  0.041
H  -4.312  2.286  0.028  0.080
C  5.087  -1.145  0.218  -0.125
H  4.036  5.770  3.514  0.145
C  -1.620  1.630  2.749  -0.074
H  -0.911  -2.482  -4.938  0.136
C  1.381  -5.214  0.852  -0.238
H  0.704  0.487  -0.838  0.076
H  -4.445  4.125  0.349  0.131
H  -1.108  2.570  2.841  0.085
C  3.409  -1.792  4.034  -0.028
O  4.472  -1.064  1.472  -0.235
H  4.480  3.241  3.073  0.139
H  -3.890  -2.804  0.289  0.086
C  3.017  4.313  5.139  -0.016
H  0.842  -6.161  0.731  0.131
H  5.901  -0.501  -0.028  0.078
H  -4.234  -0.513  -1.443  0.010
O  -5.352  -2.055  -1.713  -0.183
H  2.850  2.758  -1.921  0.007
H  -0.869  -0.390  -1.421  0.083
H  4.331  -0.746  -0.441  0.055
H  1.142  -2.965  2.875  0.076
N  2.067  5.641  3.363  0.011
H  1.589  1.564  1.744  0.071
C  -0.236  -2.863  -3.975  -0.195
H  3.448  -2.898  4.059  0.058
C  -3.784  2.873  2.824  -0.122
H  -3.188  3.747  2.872  0.105
N  -6.149  3.688  2.777  0.033
O  1.161  -4.676  2.109  -0.214
O  2.368  3.227  2.451  -0.222
H  3.416  1.433  -0.819  0.074
O  0.591  -3.797  -4.642  -0.212
H  2.889  -5.337  2.971  0.106
H  3.103  -2.621  1.143  0.122
H  -1.256  -0.655  0.636  -0.010
H  3.966  4.250  1.933  0.041
H  0.380  -1.968  -3.556  0.073
H  -1.529  1.214  3.712  0.079
H  1.199  -3.247  -0.224  0.129
C  3.021  -1.586  1.499  -0.111
H  0.886  -1.188  -1.077  0.069
O  -0.310  -0.723  0.494  -0.196
H  -0.832  1.057  -3.225  0.080
C  0.750  -4.296  -0.145  -0.370
H  1.472  4.891  3.187  0.023
C  1.793  -5.372  3.134  -0.108
C  2.430  2.166  1.529  -0.080
H  -6.934  3.228  2.406  0.052
H  -0.954  1.054  2.265  0.020
H  2.450  -1.223  0.727  0.066
H  4.628  -0.390  -4.535  0.140
H  -1.742  1.217  -5.813  0.044
H  -5.586  1.887  2.309  0.090
O  -1.273  0.863  -5.134  -0.134
C  -4.092  -1.852  0.462  -0.347
H  -2.762  0.692  -3.740  0.141
H  -2.686  -1.457  1.890  0.124
H  5.180  -2.239  0.036  0.103
C  -1.654  1.329  -3.967  -0.209
H  2.256  -0.350  2.914  0.043
H  -0.391  3.112  -0.322  0.063
H  -3.827  2.601  3.879  0.113
H  4.646  -1.374  3.878  0.162
C  2.395  0.055  -4.821  -0.417
C  0.082  -0.451  -0.854  -0.122
C  2.517  -1.267  2.855  -0.412
H  0.343  -5.662  -1.587  0.062
H  -5.856  -0.564  -3.042  0.084
H  -5.900  3.256  0.130  0.035
C  -0.847  -4.030  0.060  -0.023
H  -3.475  -1.780  -1.680  0.075
N  0.897  -4.852  -1.516  0.070
N  1.633  0.319  -6.091  0.109
H  3.442  1.574  1.809  0.140
H  2.200  3.882  5.301  -0.011
H  4.445  2.430  -1.873  0.116
C  2.476  1.314  -4.027  -0.209
H  0.730  0.520  -5.700  0.036
H  3.112  5.053  5.972  0.099
C  -5.219  2.836  2.174  -0.461
H  -6.454  -2.141  -3.470  0.064
C  -4.222  -1.367  -1.152  -0.085
H  -1.368  -3.640  -0.870  0.076
H  1.722  1.969  -3.798  0.099
O  -1.497  3.769  -1.730  -0.119
H  2.642  2.629  0.626  0.036
H  3.066  1.892  -4.625  0.097
C  3.694  -0.495  -5.348  -0.068
O  3.110  0.840  -2.826  -0.183
H  1.536  -4.876  4.058  0.089
N  1.176  -1.889  3.034  0.047
H  4.208  0.275  -5.829  0.030
H  -1.196  -3.181  0.707  0.055
H  3.584  -1.465  -5.956  0.110
C  3.628  3.900  2.753  -0.164
C  -1.402  3.385  -0.391  -0.147
H  -5.314  -2.050  2.165  0.117
H  -1.103  -4.979  0.423  0.046
H  1.500  -6.377  3.291  0.076
H  -3.316  -0.182  1.174  0.068
H  0.754  -3.658  -5.712  0.178
C  3.387  1.947  -1.833  -0.043
H  0.499  -4.113  -1.979  -0.022
H  -5.526  -0.438  0.947  0.094
H  -4.798  -2.010  -3.637  0.123
H  2.946  -1.463  4.891  0.021
H  -0.882  4.307  -2.211  0.072
C  -4.970  3.030  0.607  -0.046
N  -2.988  -1.122  0.953  0.037

Computed properties:
Net charge = 0
Energy relative to the best compared isomer or geometry (same formula, charge and spin) = 17.692 eV
HOMO energy = -8.721 eV
Total energy = -2196.1347 Eh
SMILES string = COC[C@H](C)N.COC[C@H](C)N.COC[C@H](C)N.COC[C@H](C)N.COC[C@H](C)N.COC[C@H](C)N.CO.CO.CO.CO
Orbital gap = 8.963 eV

---

(5)
ORCA calculation (ωB97M-V with the def2-TZVPD basis set) on an isolated molecule of C2H6N4OS.

Last column: natural (NBO) charge in e.
Atoms and positions in Å:
H  1.298  1.764  -1.060  0.404
H  1.584  0.984  -2.475  0.406
S  -0.643  1.018  0.749  0.357
H  0.825  -2.251  1.440  0.396
C  -0.176  -0.564  1.687  0.312
H  1.209  -1.005  0.314  0.405
H  -1.111  -0.131  3.441  0.366
H  -2.080  0.426  -0.945  0.423
N  1.092  0.824  -1.537  -0.875
C  -0.234  0.517  -1.805  0.769
N  -0.546  -0.832  2.914  -0.724
N  -1.131  0.626  -0.757  -0.795
O  -0.636  0.095  -2.903  -0.620
N  0.548  -1.470  0.940  -0.824

Computed properties:
Net charge = 0
Energy relative to the best compared isomer or geometry (same formula, charge and spin) = 0.835 eV
HOMO energy = -9.332 eV
Total energy = -772.2676 Eh
SMILES string = [H]/N=C(/N)SNC(N)=O
Orbital gap = 9.806 eV